*A*
Formula: C3H7N2O
Source: OMol25
Level of theory: ωB97M-V/def2-TZVPD

```
13
Properties=species:S:1:pos:R:3
C -2.58 -0.41 0.19
C 0.66 -1.52 -0.16
C 2.32 0.32 0.18
N 1.58 -0.82 -0.03
N -1.42 -0.24 -0.21
O -0.86 0.99 -0.07
H -3.14 0.35 0.73
H -3.07 -1.37 -0.10
H -0.01 -2.29 -0.49
H 1.82 1.17 -0.17
H 3.15 0.21 -0.52
H 2.56 0.75 1.11
H -1.55 1.71 0.30
```

Output
HOMO	-14.6	eV
net charge	+1
gap between HOMO and LUMO	10.27	eV

*B*
Formula: C3H7N2O
Source: OMol25
Level of theory: ωB97M-V/def2-TZVPD

```
13
Properties=species:S:1:pos:R:3
C -1.23 0.69 0.32
C 1.94 0.79 -0.36
C 1.09 -0.26 0.16
N -0.38 -0.26 0.06
N -2.50 0.76 0.00
O -0.83 -1.54 -0.40
H 2.92 0.93 0.18
H 1.77 1.50 -1.05
H 1.54 -1.19 -0.13
H 1.44 -0.47 1.26
H -2.83 1.67 0.29
H -2.82 0.23 -0.78
H -1.78 -1.55 -0.52
```

Output
HOMO (spin up / spin down)	-12.6 / -15.1	eV
net charge	+1
gap between HOMO and LUMO (spin up / spin down)	5.05 / 10.66	eV

Pick *A*: it beats the second-best structure by 219.8 kJ/mol.

*A*
Formula: C3H7N2O
Source: OMol25
Level of theory: ωB97M-V/def2-TZVPD

```
13
Properties=species:S:1:pos:R:3
C 0.04 1.14 -0.62
C -0.05 0.70 -1.91
N -0.46 -0.68 -1.82
C -0.55 -1.02 -0.49
N -0.10 0.04 0.24
H 0.48 2.06 -0.32
H 0.59 1.07 -2.76
H -0.37 -1.32 -2.52
H -0.83 -2.08 -0.36
H -0.32 0.14 1.24
H 0.69 -0.81 3.19
H 0.42 0.71 3.41
O 0.47 0.04 2.72
```

Output
HOMO	-14.5	eV
net charge	+1
gap between HOMO and LUMO	10.88	eV

*B*
Formula: C3H7N2O
Source: OMol25
Level of theory: ωB97M-V/def2-TZVPD

```
13
Properties=species:S:1:pos:R:3
N 1.39 1.59 -0.81
C 0.56 0.84 -0.06
O 0.43 0.96 1.13
C -0.05 -0.46 -0.79
C -0.99 -1.19 0.14
N -1.43 -0.86 1.32
H 1.98 2.23 -0.24
H 1.35 1.84 -1.74
H -0.15 -0.33 -1.78
H 0.92 -1.13 -0.77
H -1.22 -2.16 -0.15
H -1.74 -1.36 2.12
H -1.05 0.04 1.61
```

Output
HOMO	-14.9	eV
net charge	+1
gap between HOMO and LUMO	9.71	eV

*C*
Formula: C3H7N2O
Source: OMol25
Level of theory: ωB97M-V/def2-TZVPD

```
13
Properties=species:S:1:pos:R:3
C 1.19 -0.74 -0.63
C 0.13 1.22 0.68
C -0.52 1.07 -0.64
N -1.22 -1.27 0.47
N 0.05 -0.03 0.05
O 2.23 -0.22 -0.59
H 0.99 -1.62 -1.12
H 1.10 1.56 0.86
H -0.31 1.25 1.64
H -1.54 1.03 -0.58
H -0.10 1.54 -1.48
H -1.07 -2.15 -0.02
H -0.91 -1.64 1.36
```

Output
HOMO	-16.3	eV
net charge	+1
gap between HOMO and LUMO	10.66	eV

Pick *A*: it beats the second-best structure by 44.8 kJ/mol.

*A*
Formula: C3H7N2O
Source: OMol25
Level of theory: ωB97M-V/def2-TZVPD

```
13
Properties=species:S:1:pos:R:3
N -1.43 0.57 0.07
C 0.14 0.82 0.46
C 1.13 -0.52 -0.30
C 1.55 -1.13 0.99
N 1.03 -0.58 2.01
O 0.22 0.56 1.82
H -1.72 0.50 1.06
H -1.46 -0.23 -0.53
H -1.81 1.43 -0.35
H 0.31 1.92 0.24
H 1.75 -0.01 -1.19
H 0.45 -1.22 -0.82
H 2.17 -1.99 1.03
```

Output
HOMO	-15.0	eV
net charge	+1
gap between HOMO and LUMO	11.24	eV

*B*
Formula: C3H7N2O
Source: OMol25
Level of theory: ωB97M-V/def2-TZVPD

```
13
Properties=species:S:1:pos:R:3
C 0.34 -0.61 0.84
C 1.14 0.32 1.41
N 0.88 1.51 0.77
C -0.07 1.34 -0.14
N -0.40 0.04 -0.13
H 0.01 -1.57 1.21
H 1.75 0.17 2.28
H 1.24 2.39 1.12
H -0.60 2.12 -0.65
H -0.82 -0.38 -0.97
H -0.71 -2.59 -2.06
H -2.06 -2.15 -2.50
O -1.36 -1.88 -1.88
```

Output
HOMO	-14.6	eV
net charge	+1
gap between HOMO and LUMO	11.33	eV

Pick *B*: it beats the second-best structure by 413.9 kJ/mol.

*A*
Formula: C4H14N3O
Source: OMol25
Level of theory: ωB97M-V/def2-TZVPD

```
22
Properties=species:S:1:pos:R:3
C -0.51 -1.48 0.00
C 0.33 -0.22 -0.46
C 1.42 0.14 0.47
C 2.37 -0.79 0.68
N 3.18 -0.90 1.93
N 1.42 1.38 1.09
N -1.83 -1.28 -0.60
H -0.53 -1.36 1.08
H -0.02 -2.35 -0.41
H -0.39 0.60 -0.52
H 0.59 -0.36 -1.51
H 2.61 -1.60 0.01
H 3.64 -0.01 2.14
H 2.50 -1.05 2.68
H 3.82 -1.70 1.95
H 0.68 1.98 0.76
H 2.21 1.95 0.81
H -2.31 -2.15 -0.81
H -2.40 -0.69 -0.02
H -5.15 3.36 -3.75
H -6.15 2.93 -2.66
O -5.48 3.59 -2.87
```

Output
HOMO	-12.4	eV
net charge	+1
gap between HOMO and LUMO	8.79	eV

*B*
Formula: C4H14N3O
Source: OMol25
Level of theory: ωB97M-V/def2-TZVPD

```
22
Properties=species:S:1:pos:R:3
C 1.34 0.46 -0.69
C 0.57 0.42 -2.01
C 1.21 -0.54 -3.06
N 0.58 1.33 0.21
H 1.47 -0.55 -0.21
H 2.30 0.92 -0.81
H 0.50 1.44 -2.42
H -0.52 0.10 -1.88
H 2.28 -0.20 -3.31
H 1.13 -1.57 -2.67
H 0.62 -0.51 -4.01
H 0.64 2.26 -0.18
H -0.37 0.98 0.20
H 0.90 1.29 1.20
N -1.68 -1.84 2.13
C -1.62 -0.45 2.03
N -1.51 0.05 3.34
O -1.78 0.17 0.97
H -1.89 -2.24 1.21
H -0.76 -2.20 2.44
H -2.27 -0.29 3.87
H -1.15 0.95 3.65
```

Output
HOMO	-13.9	eV
net charge	+1
gap between HOMO and LUMO	10.60	eV

Pick *B*: it beats the second-best structure by 195.2 kJ/mol.